Record 1
{
  "formula": "C5H11NOS",
  "method": "wB97M-V/def2-TZVPD",
  "energy_ha": -725.0707,
  "e_above_lowest_kcal_mol": 32.6,
  "spin_multiplicity": 3,
  "species": ["C", "C", "C", "C", "C", "N", "O", "S", "H", "H", "H", "H", "H", "H", "H", "H", "H", "H", "H"],
  "positions_angstrom": [[1.6082, -0.9753, 1.0542], [-0.9158, -0.1619, -1.4267], [-1.3396, -1.4061, 0.8344], [-0.5358, 1.0726, 0.8932], [-0.5262, -0.3556, 0.0518], [0.8438, -0.8033, 0.1524], [2.6333, -1.1209, 1.6229], [3.4941, -0.0330, -1.2440], [3.5173, 0.4286, 0.0872], [-0.9150, -1.0740, -1.9980], [-1.9084, 0.4277, -1.3597], [-0.0977, 0.5455, -1.7776], [-1.1095, -1.4673, 1.8551], [-1.3057, -2.3522, 0.2776], [-2.3947, -1.0834, 0.8645], [0.5251, 1.2339, 1.1717], [-0.8784, 1.7761, 0.1190], [-1.1236, 0.9097, 1.8242], [3.9570, 1.1785, -1.7801]],
  "forces_ev_per_a": [[-1.09, -0.19, 8.40], [0.17, 2.58, 1.68], [-1.63, 0.37, -2.01], [0.30, -2.04, -1.07], [0.55, 0.79, 2.24], [-2.64, 0.25, -8.66], [3.37, -0.62, -0.64], [0.57, 1.84, 0.72], [0.14, -0.40, -1.61], [-0.26, -0.22, -0.19], [1.40, -1.23, -0.71], [-1.16, -0.86, -0.16], [1.06, -0.39, 1.28], [0.09, 0.03, 0.54], [0.24, 0.01, -0.43], [-0.76, 0.38, -0.10], [-0.11, 0.26, 1.01], [0.17, 0.64, -0.92], [-0.41, -1.21, 0.63]],
  "lowdin_spin": [0.488, 0.006, 0.073, 0.067, 0.094, 0.651, 0.498, 0.055, 0.004, 0.003, 0.000, 0.003, 0.019, 0.004, 0.008, 0.015, 0.005, 0.005, 0.003]
}


Record 2
{
  "formula": "C9H14N2O2S",
  "method": "wB97M-V/def2-TZVPD",
  "energy_ha": -1009.2254,
  "e_above_lowest_kcal_mol": 210.4,
  "species": ["C", "C", "C", "C", "C", "C", "C", "C", "C", "N", "N", "O", "O", "S", "H", "H", "H", "H", "H", "H", "H", "H", "H", "H", "H", "H", "H", "H"],
  "positions_angstrom": [[-1.6225, -3.5392, -0.6471], [-3.5006, -3.0468, -1.6509], [-1.3525, -2.2525, -0.7936], [-0.8172, 0.9709, -0.4252], [-0.5904, 2.0830, -1.3176], [3.0893, 1.4007, 2.4050], [2.6397, 1.1311, 0.9827], [1.0562, 1.1136, 0.9731], [0.4348, 0.1903, -0.0880], [-2.7900, -4.0153, -1.2580], [0.1939, -1.0251, 0.5547], [-1.8423, 0.7626, 0.1581], [-2.6070, -1.0466, -2.8258], [-2.8928, -1.3389, -1.4136], [-0.9223, -4.3536, -0.4751], [-4.4321, -3.0217, -2.2105], [-0.7429, 3.0424, -0.6024], [0.3639, 2.2405, -1.8252], [-1.3404, 2.1257, -2.0850], [3.0413, 0.4782, 2.8756], [2.6344, 2.1452, 3.1151], [4.1331, 1.8123, 2.4054], [2.7707, 1.9734, 0.3697], [3.0907, 0.2343, 0.6382], [0.7617, 0.6717, 1.9197], [0.6796, 2.0942, 0.7823], [1.1610, 0.0965, -0.8603], [-0.5975, -0.9272, 1.2987]],
  "forces_ev_per_a": [[1.70, -0.81, -0.67], [-0.66, 0.66, 0.50], [0.72, 2.99, 2.39], [1.43, -1.11, 0.04], [-0.47, 4.24, 0.47], [1.74, 2.45, 0.15], [-3.11, 1.46, 1.36], [1.83, -1.73, 0.39], [-1.02, 0.40, 0.59], [-1.57, 0.10, -0.71], [-2.97, -3.24, 0.28], [-0.86, -0.01, 0.23], [-0.01, 1.28, -1.23], [1.48, -2.24, 0.78], [0.11, 0.48, 0.82], [0.07, -0.75, -0.06], [0.16, -1.87, -1.85], [0.14, -0.61, 0.44], [-0.61, 0.10, -0.22], [0.29, -1.71, 1.36], [-0.59, -0.55, -1.33], [-0.49, -0.90, -0.03], [1.30, 0.87, -1.17], [0.26, -0.69, -0.55], [-0.49, 0.58, 0.38], [-0.05, 0.77, 0.63], [0.17, -0.24, -1.09], [1.49, 0.08, -1.88]],
  "lowdin_charge": [-0.237, -0.286, -0.077, -0.518, -0.007, -0.123, -0.208, -0.132, -0.420, 0.024, 0.148, 0.044, -0.536, 0.928, 0.106, 0.090, 0.157, 0.093, 0.087, 0.044, 0.094, 0.084, 0.085, 0.104, 0.115, 0.098, 0.138, 0.107]
}


Record 3
{
  "formula": "C28H65N5",
  "method": "wB97M-V/def2-TZVPD",
  "energy_ha": -1379.5320,
  "e_above_lowest_kcal_mol": 0.0,
  "species": ["C", "C", "C", "N", "C", "H", "H", "H", "H", "H", "C", "C", "N", "C", "C", "C", "C", "H", "H", "H", "H", "H", "H", "H", "H", "H", "H", "H", "H", "H", "H", "H", "C", "C", "N", "C", "C", "C", "C", "H", "H", "H", "H", "H", "H", "H", "H", "H", "H", "H", "H", "H", "H", "H", "C", "C", "N", "C", "C", "C", "C", "H", "H", "H", "H", "H", "H", "H", "H", "H", "H", "H", "H", "H", "H", "H", "C", "C", "N", "C", "C", "C", "C", "H", "H", "H", "H", "H", "H", "H", "H", "H", "H", "H", "H", "H", "H", "H"],
  "positions_angstrom": [[-1.0113, -1.4419, -0.3352], [-2.3775, -1.4734, -0.7190], [-3.0209, -0.4531, -0.0715], [-2.0815, 0.2203, 0.6759], [-0.8738, -0.3961, 0.5449], [-0.1920, -1.9576, -0.8109], [-2.8180, -2.1515, -1.4286], [-4.0391, -0.1068, -0.0766], [-2.3654, 0.9460, 1.3227], [0.0071, 0.0176, 1.0088], [-1.7687, -4.6311, -2.1760], [-2.1077, -3.9497, -3.4847], [-1.4044, -4.6034, -4.5838], [-0.0932, -4.0540, -4.7714], [0.8759, -4.9819, -5.4864], [-2.2082, -4.8256, -5.7892], [-2.4442, -3.5943, -6.6551], [-2.1574, -4.2455, -1.2332], [-0.6787, -4.6243, -2.0592], [-2.0207, -5.6959, -2.1582], [-3.1864, -3.8992, -3.6495], [-1.7922, -2.8949, -3.4050], [0.3933, -3.7835, -3.8340], [-0.1436, -3.0826, -5.2991], [1.8353, -4.4819, -5.6469], [0.5228, -5.2762, -6.4736], [1.0793, -5.8461, -4.8538], [-1.6806, -5.5985, -6.3500], [-3.1486, -5.2421, -5.4323], [-1.5494, -2.9902, -6.8049], [-2.8908, -3.8215, -7.6220], [-3.1209, -2.8996, -6.1407], [-5.9653, 1.7214, 1.6805], [-5.1065, 1.5608, 2.9265], [-3.6983, 1.8426, 2.6700], [-2.7892, 1.0744, 3.5102], [-2.7134, 1.4772, 4.9889], [-3.3917, 3.2622, 2.6577], [-2.1789, 3.5928, 1.7990], [-5.6030, 1.1393, 0.8360], [-5.9915, 2.7680, 1.3638], [-7.0045, 1.4676, 1.8985], [-5.5146, 2.2250, 3.7056], [-5.2009, 0.5518, 3.3317], [-3.0770, 0.0217, 3.4659], [-1.7776, 1.0811, 3.0924], [-2.0326, 2.3085, 5.1719], [-3.7144, 1.7059, 5.3565], [-2.3133, 0.6453, 5.5708], [-3.2177, 3.6483, 3.6728], [-4.2329, 3.8329, 2.2652], [-2.1634, 4.6611, 1.5612], [-2.1611, 3.0684, 0.8428], [-1.2155, 3.4215, 2.2862], [2.2440, 7.5452, 4.7049], [1.5646, 6.5095, 3.8112], [2.2955, 5.2552, 3.6498], [1.6970, 4.4366, 2.6272], [2.1180, 2.9648, 2.6890], [3.7609, 5.3148, 3.5722], [4.3997, 4.5505, 4.7157], [3.1369, 7.9690, 4.2489], [2.5773, 7.0170, 5.6029], [1.5476, 8.3317, 4.9796], [0.6266, 6.2600, 4.3222], [1.2797, 6.9435, 2.8368], [0.6116, 4.5221, 2.6660], [1.9926, 4.7866, 1.6163], [3.1296, 2.8247, 2.3135], [1.9797, 2.5365, 3.6811], [1.4570, 2.4025, 2.0199], [4.0711, 6.3586, 3.5629], [4.0738, 4.9311, 2.5934], [5.4581, 4.3325, 4.5532], [3.9160, 3.5773, 4.7962], [4.2577, 5.1002, 5.6440], [4.3444, -4.0444, -3.7378], [3.4588, -2.8466, -3.3526], [3.2121, -2.7644, -1.9268], [2.7290, -1.4362, -1.5931], [3.8471, -0.4044, -1.4359], [2.2983, -3.8110, -1.4603], [2.1596, -3.8283, 0.0601], [4.4302, -4.0880, -4.8223], [4.0151, -4.9785, -3.2900], [5.3391, -3.8523, -3.3293], [4.0295, -2.0010, -3.7467], [2.5291, -2.8328, -3.9515], [1.9828, -1.0650, -2.3206], [2.1525, -1.4593, -0.6663], [4.6837, -0.6797, -2.0781], [3.4886, 0.5894, -1.7127], [4.2127, -0.3064, -0.4132], [2.7241, -4.7758, -1.7289], [1.3262, -3.6919, -1.9603], [1.1411, -3.6045, 0.3873], [2.7836, -3.0633, 0.5215], [2.4423, -4.7850, 0.4950]],
  "forces_ev_per_a": [[0.05, 0.49, -0.21], [-0.17, -0.12, -0.25], [0.53, 0.27, 0.21], [-0.65, -0.42, -0.10], [0.22, 0.32, -0.14], [-0.08, -0.32, 0.25], [-0.09, 0.03, 0.03], [-0.05, -0.14, -0.06], [0.09, -0.09, -0.23], [0.01, -0.08, 0.06], [0.72, -0.95, 0.66], [0.05, 0.59, 0.31], [-0.68, -0.24, 0.57], [0.69, 0.62, -0.70], [0.21, 0.19, 0.00], [0.81, 0.06, 0.25], [-0.42, 0.70, 0.42], [-0.26, 0.51, -0.32], [-0.05, 0.06, 0.01], [-0.19, 0.07, -0.39], [0.01, -0.30, -0.17], [-0.08, -0.02, -0.08], [-0.47, -0.23, 0.31], [0.07, -0.07, -0.11], [-0.07, 0.09, 0.06], [-0.08, -0.22, 0.06], [-0.15, -0.21, -0.21], [-0.21, -0.05, -0.20], [-0.08, -0.10, -0.22], [0.19, -0.33, -0.24], [0.06, -0.13, -0.01], [-0.10, -0.17, -0.06], [-0.19, 0.45, 0.06], [-0.20, 0.13, 0.10], [0.10, -0.22, -0.08], [0.26, -0.28, 0.63], [0.11, -0.18, -0.10], [0.36, 0.33, -0.11], [0.50, 0.54, -0.15], [-0.01, -0.15, 0.10], [0.12, -0.04, -0.03], [0.05, -0.19, -0.04], [0.07, -0.02, 0.03], [0.09, -0.07, -0.16], [-0.19, 0.06, -0.17], [0.00, 0.24, 0.03], [-0.21, 0.20, -0.06], [0.09, 0.09, 0.18], [-0.10, -0.04, -0.01], [-0.11, -0.01, 0.02], [-0.18, -0.27, -0.04], [-0.12, -0.03, 0.05], [-0.20, -0.09, 0.05], [-0.15, -0.31, 0.13], [0.34, -0.76, -0.10], [-0.26, 0.16, 0.18], [0.04, 0.24, 0.42], [0.49, -0.45, -0.51], [-0.75, 0.05, -0.30], [-0.45, 0.24, -0.50], [0.09, -0.34, -0.21], [-0.13, 0.25, -0.03], [-0.09, 0.23, 0.13], [0.01, 0.09, -0.02], [-0.07, -0.07, -0.25], [0.17, 0.09, 0.03], [-0.02, 0.03, 0.25], [-0.16, 0.16, 0.06], [0.12, -0.08, 0.28], [0.23, 0.08, 0.09], [0.12, 0.00, -0.05], [0.18, -0.03, 0.11], [0.10, -0.15, 0.09], [0.06, 0.34, 0.03], [-0.11, 0.05, 0.16], [0.08, -0.12, 0.12], [0.03, 0.57, 0.52], [0.53, -0.71, -0.80], [0.09, 0.29, 0.09], [-0.47, 0.62, 0.39], [-0.10, 0.11, -0.17], [0.44, 0.07, 0.03], [-0.37, 0.36, 0.40], [-0.08, -0.34, -0.01], [-0.16, -0.15, -0.39], [0.03, -0.05, -0.06], [-0.20, 0.38, 0.58], [-0.11, -0.17, 0.24], [0.19, -0.19, -0.22], [0.14, -0.19, 0.06], [0.06, 0.18, 0.01], [0.07, -0.03, -0.14], [0.03, -0.33, 0.02], [-0.16, 0.04, -0.39], [-0.07, -0.17, 0.10], [0.00, -0.11, -0.06], [0.17, -0.08, -0.05], [0.01, -0.05, -0.08]],
  "lowdin_charge": [-0.103, -0.111, -0.113, 0.013, -0.134, 0.067, 0.067, 0.090, 0.068, 0.101, -0.087, -0.262, -0.194, -0.289, -0.072, -0.237, -0.084, 0.058, 0.052, 0.076, 0.115, 0.108, 0.077, 0.110, 0.059, 0.065, 0.080, 0.100, 0.112, 0.058, 0.070, 0.072, -0.077, -0.254, -0.215, -0.267, -0.076, -0.245, -0.075, 0.052, 0.067, 0.075, 0.116, 0.118, 0.119, 0.099, 0.067, 0.073, 0.074, 0.112, 0.111, 0.078, 0.074, 0.048, -0.091, -0.260, -0.199, -0.278, -0.085, -0.254, -0.077, 0.061, 0.076, 0.071, 0.112, 0.114, 0.086, 0.122, 0.067, 0.073, 0.058, 0.094, 0.109, 0.072, 0.060, 0.067, -0.082, -0.269, -0.183, -0.278, -0.075, -0.238, -0.076, 0.069, 0.056, 0.073, 0.111, 0.100, 0.120, 0.088, 0.064, 0.069, 0.067, 0.101, 0.082, 0.061, 0.072, 0.069]
}